(1)
This record from OMol25 describes 3 unconnected molecules or ions with the total composition C26H24FN5O9S at a distorted geometry. The level of theory is ωB97M-V/def2-TZVPD.

- Kohn-Sham gap (eV) = 7.839
- highest occupied orbital energy (eV) = -9.58
- SMILES = CCCOc1cc2nc(OC#N)cnc2c(OCC)c1S(=O)(=O)F.O=[N+]([O-])c1ccccc1.O=[N+]([O-])c1ccccc1

Each line ends with the Mulliken charge.
Cartesian coordinates (Å):
C1 3.50 0.43 0.15  -0.876
C2 2.61 -0.26 -0.96  -0.372
C3 2.17 0.71 -2.12  -0.833
O1 1.49 1.90 -1.69  -0.429
C4 0.20 1.68 -1.28  0.878
C5 -0.60 0.51 -1.55  -0.715
C6 -2.01 0.35 -1.07  -0.343
N1 -2.67 -0.83 -1.37  -0.356
C7 -3.91 -0.87 -0.87  0.283
O2 -4.70 -2.03 -1.08  -0.422
C8 -4.28 -2.98 -0.20  0.529
N2 -4.04 -3.75 0.63  -0.388
C9 -4.51 0.24 -0.08  -0.161
N3 -3.94 1.43 0.20  -0.473
C10 -2.66 1.43 -0.32  0.591
C11 -1.83 2.67 -0.07  0.441
O3 -2.41 3.72 0.64  -0.508
C12 -1.86 3.60 2.01  -0.169
C13 -2.99 3.68 3.11  -1.143
C14 -0.46 2.81 -0.51  0.069
S1 0.53 4.32 -0.22  1.271
O4 1.20 4.75 -1.44  -0.603
O5 1.50 4.08 0.83  -0.529
F1 -0.44 5.58 0.21  -0.242
H1 3.65 1.53 0.01  0.362
H2 4.51 -0.07 0.16  0.334
H3 3.05 0.19 1.16  0.103
H4 1.72 -0.81 -0.55  0.342
H5 3.26 -1.04 -1.44  0.380
H6 3.12 1.06 -2.62  0.422
H7 1.63 0.11 -2.90  0.369
H8 -0.18 -0.34 -2.13  0.230
H9 -5.55 0.07 0.31  0.415
H10 -1.40 2.57 2.10  0.318
H11 -1.03 4.33 2.21  0.321
H12 -3.06 2.69 3.64  0.274
H13 -4.00 3.92 2.71  0.286
H14 -2.64 4.43 3.87  0.329
O6 -0.51 -6.96 -6.08  -0.598
N4 -1.68 -7.14 -5.78  0.991
O7 -2.35 -8.10 -6.13  -0.599
C15 -2.33 -6.12 -4.95  -0.036
C16 -1.61 -4.99 -4.57  -0.348
C17 -2.24 -4.01 -3.80  -0.370
C18 -3.57 -4.17 -3.42  -0.329
C19 -4.27 -5.31 -3.80  -0.621
C20 -3.66 -6.29 -4.57  -0.309
H15 -0.58 -4.86 -4.86  0.444
H16 -1.69 -3.13 -3.50  0.451
H17 -4.05 -3.41 -2.83  0.520
H18 -5.31 -5.43 -3.50  0.384
H19 -4.22 -7.16 -4.86  0.441
O8 6.90 0.35 2.95  -0.610
N5 5.73 0.16 3.25  1.039
O9 5.09 -0.82 2.93  -0.581
C21 5.06 1.19 4.05  0.013
C22 5.75 2.34 4.41  -0.356
C23 5.10 3.32 5.15  -0.447
C24 3.77 3.14 5.53  -0.414
C25 3.09 1.98 5.17  -0.548
C26 3.73 1.00 4.43  -0.146
H20 6.78 2.49 4.12  0.447
H21 5.62 4.22 5.43  0.376
H22 3.27 3.91 6.10  0.381
H23 2.06 1.85 5.47  0.396
H24 3.20 0.10 4.16  0.445

***

(2)
This record from OMol25 describes a molecular structure, C26H24NO10SSr at a distorted geometry. The level of theory is ωB97M-V/def2-TZVPD.

- charge = -1
- Kohn-Sham gap (eV) = 8.066
- energy relative to the best compared isomer or geometry (same formula, charge and spin) (kJ/mol) = 93.8
- highest occupied orbital energy (eV) = -5.85

Each line ends with the Mulliken charge.
Cartesian coordinates (Å):
Sr1 0.60 -1.92 -0.48  2.058
O1 -2.35 -1.71 -0.73  -0.572
C1 -2.99 -2.45 0.31  0.082
C2 -2.42 -3.84 0.49  -1.501
N1 -0.97 -3.84 0.64  1.033
C3 -0.37 -4.91 -0.19  -0.674
C4 -0.60 -4.58 -1.69  0.453
O2 -1.03 -5.45 -2.43  -0.768
O3 -0.35 -3.34 -1.98  -0.862
C5 -0.50 -3.85 2.04  -0.926
C6 0.95 -3.37 2.26  0.421
O4 1.37 -3.38 3.42  -0.797
O5 1.58 -3.01 1.21  -0.968
H1 -1.91 -2.33 -1.35  0.387
H2 -2.88 -1.87 1.24  -0.006
H3 -4.06 -2.53 0.11  0.375
H4 -2.91 -4.32 1.35  0.367
H5 -2.68 -4.43 -0.39  0.494
H6 0.70 -4.95 0.02  0.445
H7 -0.81 -5.89 0.02  0.302
H8 -1.14 -3.18 2.62  0.392
H9 -0.58 -4.85 2.49  0.398
O6 0.44 0.49 -1.56  -0.756
C7 1.54 0.14 -2.07  0.966
O7 2.24 -0.85 -1.67  -1.083
C8 2.12 0.96 -3.19  0.061
C9 2.62 0.39 -4.35  -0.598
C10 3.17 1.19 -5.36  -0.841
C11 3.21 2.54 -5.13  0.797
O8 3.71 3.52 -5.96  -0.510
C12 3.53 4.76 -5.25  -0.235
O9 2.88 4.47 -4.01  -0.526
C13 2.72 3.10 -3.98  1.070
C14 2.15 2.35 -2.99  -1.046
H10 2.59 -0.68 -4.46  0.464
H11 3.55 0.76 -6.28  0.417
H12 2.91 5.43 -5.83  0.240
H13 4.51 5.19 -5.05  0.247
H14 1.74 2.79 -2.09  0.524
O10 -0.12 -0.58 1.16  -0.535
S1 -1.16 0.52 1.02  0.123
C15 -1.90 0.58 2.65  0.642
C16 -3.07 1.31 2.81  -0.386
C17 -3.67 1.35 4.07  -0.674
C18 -3.09 0.65 5.13  -0.427
C19 -1.93 -0.09 4.93  -0.799
C20 -1.32 -0.13 3.68  -0.381
C21 -0.19 2.02 1.13  0.717
C22 1.17 1.91 1.41  -0.394
C23 1.92 3.07 1.48  -0.682
C24 1.33 4.31 1.27  -0.568
C25 -0.03 4.39 0.98  -0.620
C26 -0.79 3.24 0.90  -0.346
H15 -3.53 1.83 1.98  0.390
H16 -4.58 1.91 4.21  0.384
H17 -3.56 0.68 6.10  0.388
H18 -1.50 -0.64 5.75  0.430
H19 -0.42 -0.72 3.52  0.468
H20 1.61 0.93 1.55  0.419
H21 2.98 3.01 1.69  0.418
H22 1.93 5.21 1.32  0.382
H23 -0.49 5.36 0.80  0.386
H24 -1.85 3.30 0.65  0.344

***

(3)
This record from OMol25 describes C26H25ClN4O7S in the gas phase. The level of theory is ωB97M-V/def2-TZVPD.

- Kohn-Sham gap (eV) = 8.142
- energy relative to the best compared isomer or geometry (same formula, charge and spin) (kJ/mol) = 0.0
- highest occupied orbital energy (eV) = -8.42
- SMILES = Cc1c(NS(=O)(=O)c2ccc(Cl)c(C(=O)O[C@H](C)C(=O)NCc3ccco3)c2)c(=O)n(-c2ccccc2)n1C

Each line ends with the Mulliken charge.
Cartesian coordinates (Å):
C1 -2.82 -2.99 2.18  -1.997
C2 -2.84 -1.59 1.70  0.860
C3 -3.67 -1.02 0.78  -0.825
N1 -4.67 -1.66 0.03  -0.235
S1 -4.07 -2.48 -1.32  1.283
O1 -3.20 -3.51 -0.84  -0.652
O2 -5.18 -2.82 -2.14  -0.711
C4 -3.08 -1.19 -2.09  -0.067
C5 -3.66 -0.30 -2.96  -0.507
C6 -2.95 0.81 -3.36  -0.772
C7 -1.68 1.06 -2.85  1.188
Cl1 -0.91 2.51 -3.33  -0.225
C8 -1.09 0.16 -1.95  -0.716
C9 0.21 0.33 -1.27  0.951
O3 0.56 -0.40 -0.36  -0.910
O4 0.95 1.33 -1.72  -0.158
C10 2.18 1.65 -1.05  0.655
C11 2.43 3.13 -1.24  -1.346
C12 3.34 0.81 -1.64  0.302
O5 4.25 1.31 -2.26  -0.690
N2 3.22 -0.51 -1.40  0.247
C13 4.21 -1.47 -1.84  -1.100
C14 4.94 -2.05 -0.67  0.533
C15 6.05 -1.63 0.00  -0.420
C16 6.25 -2.56 1.05  -0.437
C17 5.25 -3.47 0.94  -0.504
O6 4.45 -3.17 -0.10  -0.337
C18 -1.82 -0.98 -1.59  -0.752
C19 -3.27 0.35 0.58  0.687
O7 -3.74 1.20 -0.16  -0.701
N3 -2.21 0.53 1.46  0.607
C20 -1.60 1.75 1.76  0.188
C21 -1.31 2.10 3.07  -0.344
C22 -0.69 3.31 3.34  -0.706
C23 -0.39 4.19 2.31  -0.660
C24 -0.72 3.85 1.01  -0.751
C25 -1.31 2.64 0.73  -0.169
N4 -1.98 -0.64 2.19  -0.146
C26 -0.62 -0.95 2.55  -1.183
H1 -2.00 -3.54 1.72  0.352
H2 -3.75 -3.47 1.87  0.433
H3 -2.73 -3.04 3.26  0.528
H4 -5.39 -1.01 -0.27  0.542
H5 -4.66 -0.49 -3.32  0.505
H6 -3.38 1.53 -4.05  0.478
H7 2.07 1.39 0.01  0.255
H8 3.36 3.40 -0.74  0.415
H9 1.61 3.71 -0.82  0.216
H10 2.53 3.35 -2.30  0.315
H11 2.45 -0.85 -0.83  0.036
H12 3.72 -2.27 -2.39  0.332
H13 4.91 -0.93 -2.48  0.433
H14 6.65 -0.77 -0.22  0.520
H15 7.04 -2.55 1.78  0.421
H16 5.01 -4.35 1.51  0.464
H17 -1.38 -1.70 -0.92  0.683
H18 -1.58 1.44 3.88  0.643
H19 -0.46 3.57 4.36  0.410
H20 0.09 5.13 2.53  0.417
H21 -0.52 4.55 0.21  0.560
H22 -1.59 2.38 -0.28  0.430
H23 -0.61 -1.91 3.06  0.445
H24 -0.23 -0.19 3.23  0.517
H25 0.02 -0.99 1.67  0.170

***

(4)
This record from OMol25 describes a molecular structure, C26H25LiN6O3S2. The level of theory is ωB97M-V/def2-TZVPD.

- charge = -2
- Kohn-Sham gap (eV) = 5.801
- energy relative to the best compared isomer or geometry (same formula, charge and spin) (kJ/mol) = 0.0
- highest occupied orbital energy (eV) = -1.41

Each line ends with the Mulliken charge.
Cartesian coordinates (Å):
Li1 1.39 0.13 -2.38  0.849
C1 -2.33 -5.29 1.38  -1.509
C2 -1.56 -4.01 1.18  0.584
C3 -0.62 -3.56 2.10  -1.079
C4 0.13 -2.42 1.89  -0.737
C5 -0.03 -1.60 0.74  0.927
N1 0.72 -0.52 0.46  -0.142
C6 1.31 0.19 1.45  0.579
C7 0.66 0.56 2.66  0.026
C8 1.23 1.39 3.59  -1.091
C9 2.50 1.94 3.40  0.672
C10 3.10 2.92 4.38  -1.547
C11 3.17 1.59 2.24  -0.360
C12 2.61 0.73 1.30  -0.393
N2 3.43 0.34 0.20  0.269
C13 4.74 0.00 0.30  -0.244
C14 5.22 -0.14 -0.98  -1.080
C15 4.11 0.15 -1.81  -0.111
N3 3.04 0.43 -1.08  -0.422
C16 -1.00 -2.08 -0.19  -0.255
C17 -1.72 -3.24 0.03  -0.373
N4 -1.31 -1.33 -1.36  0.959
C18 -2.56 -1.03 -1.77  -0.287
C19 -2.48 -0.52 -3.04  -1.087
C20 -1.10 -0.55 -3.34  -0.218
N5 -0.40 -1.05 -2.33  -1.036
H1 -2.47 -5.49 2.44  0.367
H2 -1.82 -6.15 0.94  0.268
H3 -3.32 -5.23 0.92  0.352
H4 -0.45 -4.14 3.01  0.315
H5 0.86 -2.12 2.63  0.388
H6 -0.33 0.16 2.83  0.377
H7 0.68 1.65 4.49  0.297
H8 2.72 2.74 5.39  0.373
H9 2.86 3.95 4.12  0.266
H10 4.19 2.83 4.41  0.353
H11 4.15 2.00 2.03  0.460
H12 5.21 -0.12 1.26  0.444
H13 6.21 -0.42 -1.28  0.378
H14 4.01 0.15 -2.88  0.485
H15 -2.42 -3.55 -0.73  0.418
H16 -3.40 -1.16 -1.10  0.528
H17 -3.28 -0.12 -3.64  0.424
H18 -0.60 -0.23 -4.24  0.584
N6 -0.82 1.87 -0.70  -0.179
C21 -2.17 1.90 -0.51  0.257
C22 -3.02 2.59 -1.40  -0.560
C23 -4.38 2.63 -1.18  -0.435
C24 -4.96 1.99 -0.08  -0.504
C25 -4.12 1.32 0.81  -0.610
C26 -2.75 1.28 0.61  0.087
H19 -0.32 1.09 -0.28  -0.017
H20 -0.47 2.11 -1.63  -0.139
H21 -2.58 3.05 -2.27  0.431
H22 -5.02 3.15 -1.89  0.346
H23 -6.03 2.02 0.09  0.376
H24 -4.54 0.81 1.67  0.354
H25 -2.11 0.73 1.29  0.259
O1 2.83 1.64 -5.68  -0.717
S1 1.70 1.06 -4.95  1.068
O2 2.13 -0.12 -4.13  -0.705
O3 0.59 0.68 -5.83  -0.721
S2 1.02 2.40 -3.55  -0.562

***

Respective lowest unoccupied orbital energy values: -0.064 0.082 -0.010 0.162 Ha.